CH5NO3S | ωB97M-V/def2-TZVPD

Properties
M = 111.12 g/mol
relative energy (zero: lowest compared OMol25 entry of this formula, charge and spin) = 74.4 kcal/mol
net charge = 0
gap between HOMO and LUMO = 10.859 eV
energy = -19583.1031 eV
HOMO level = -0.38510 Ha
LUMO level = 0.38 eV
structure (SMILES) = COS(N)(=O)=O
largest force on an atom = 7.44 eV/A

Each atom is followed by the atoms it is bonded to, with distances in Å.
Element x y z (Å)
1 C 1.263 0.363 -0.196  O2 1.453, H7 1.016, H8 1.097, H9 1.090
2 O 0.342 -0.343 0.679  C1 1.453, S3 1.597
3 S -1.207 -0.071 0.405  O2 1.597, N4 1.692, O5 1.419, O6 1.702
4 N -1.340 -0.903 -1.062  S3 1.692, H10 1.035, H11 1.004
5 O -1.962 -0.632 1.468  S3 1.419
6 O -1.491 1.581 0.109  S3 1.702
7 H 2.167 0.365 0.267  C1 1.016
8 H 0.665 1.203 -0.567  C1 1.097
9 H 1.564 -0.115 -1.127  C1 1.090
10 H -2.119 -0.504 -1.614  N4 1.035
11 H -0.510 -0.579 -1.525  N4 1.004